(1)
3 unconnected molecules or ions with the total composition C20H43FN9O4P2S. Source: the Open Molecules 2025 dataset; level of theory: wB97M-V/def2-TZVPD.

```
80
Properties=species:S:1:pos:R:3:forces:R:3
N -1.851828 2.616746 -2.328061 0.460 0.041 -0.787
C -0.791189 1.878053 -3.026812 -0.004 0.813 0.672
C 0.101737 2.777505 -3.889915 0.389 -0.178 -0.367
C -0.440123 3.801238 -4.639241 -0.301 -0.221 0.222
N 0.358535 4.585206 -5.366254 -0.174 -0.149 0.168
F -0.242662 5.548283 -6.089057 0.085 0.062 -0.044
C 1.678640 4.490892 -5.428175 1.068 -0.037 -0.116
C 2.295561 3.490264 -4.709721 -0.626 -0.044 0.129
C 1.499778 2.630431 -3.964916 -0.139 -0.444 0.146
C 2.161615 1.499583 -3.203001 0.230 -0.024 -0.411
O 3.025544 1.681545 -2.412359 -0.199 -0.012 0.270
O 1.673139 0.260827 -3.512181 0.423 -0.075 -0.134
N 1.642324 0.173661 -4.959043 -0.430 -0.140 0.383
C 0.550815 -0.210256 -5.403495 0.044 0.467 -0.123
S -0.759019 -0.468477 -6.169926 0.045 -0.361 0.074
H -1.425254 3.423941 -1.883126 -0.209 -0.067 0.312
H -2.518678 2.979790 -3.001251 -0.253 -0.113 0.194
H -0.156132 1.448585 -2.253488 -0.047 -0.204 -0.063
H -1.214025 1.059819 -3.604902 0.016 -0.008 -0.069
H -1.500681 4.003207 -4.676673 0.035 0.188 -0.130
H 2.262729 5.168672 -6.033584 -0.452 0.248 -0.142
H 3.367794 3.372304 -4.754575 0.020 0.038 0.025
O -0.092829 -2.586396 -2.964975 -3.018 -0.062 0.915
P 0.168156 -3.389953 -1.723703 5.472 -0.610 -0.035
N 1.131221 -2.296185 -0.828082 -0.169 0.147 -0.059
C 2.516537 -2.360279 -0.429120 0.176 -0.225 0.325
C 0.470925 -1.059984 -0.433209 -0.396 -0.060 -0.253
N 0.988462 -4.718841 -2.454257 -0.144 0.298 -0.708
C 2.284836 -5.203501 -2.033186 -0.125 -0.441 0.519
C 0.860884 -4.855248 -3.901478 0.042 0.195 -0.165
N -0.287961 -4.326539 -0.401840 -1.667 0.194 -0.659
C 0.125581 -4.145529 0.977704 -0.206 0.478 0.293
C -0.941395 -5.612700 -0.647923 -0.173 -0.019 -0.016
H 2.620490 -2.283199 0.663121 -0.009 0.069 -0.027
H 3.095408 -1.542439 -0.874418 -0.049 0.010 -0.015
H 3.006671 -3.285871 -0.707681 -0.136 -0.025 -0.114
H -0.290554 -1.232232 0.337892 0.012 0.188 0.027
H -0.026294 -0.590594 -1.289209 -0.040 -0.077 0.024
H 1.176715 -0.334213 -0.031020 0.141 -0.129 0.044
H 3.104747 -4.564037 -2.383339 0.015 -0.016 0.030
H 2.458069 -6.205157 -2.436361 -0.071 0.033 -0.079
H 2.345995 -5.314588 -0.948416 -0.022 0.177 0.022
H 1.537638 -4.181616 -4.443857 -0.032 -0.020 -0.052
H -0.154461 -4.650167 -4.227700 0.022 0.090 0.027
H 1.093707 -5.881703 -4.195377 0.083 -0.017 0.146
H 1.128142 -4.549544 1.145029 0.027 0.044 -0.013
H -0.561055 -4.667733 1.646403 -0.044 -0.100 -0.139
H 0.101495 -3.103732 1.288376 0.160 0.016 -0.106
H -0.213398 -6.428065 -0.659310 0.020 0.011 -0.015
H -1.467570 -5.611882 -1.599755 0.097 -0.007 -0.058
H -1.683159 -5.824626 0.124898 0.023 0.109 0.038
O -0.675254 1.190297 2.073201 -2.448 -2.043 -0.242
P -1.244988 1.392283 3.446313 3.291 3.798 2.111
N -1.758214 3.023816 3.360671 -0.106 -0.127 -0.173
C -1.286780 4.201472 4.047844 -0.104 0.104 0.417
C -2.818009 3.293230 2.402241 0.024 -0.368 -0.263
N 0.190866 1.081794 4.352793 0.372 -0.177 -0.621
C 0.730240 1.975962 5.353715 -0.328 -0.162 0.583
C 1.283364 0.422421 3.644378 0.090 0.080 -0.212
N -2.222952 0.987289 4.756577 -0.470 -1.413 -1.021
C -3.119248 1.867980 5.483113 -0.475 0.187 -0.266
C -1.984005 -0.285366 5.437540 -0.080 -0.151 -0.044
H -2.098300 4.688267 4.608014 -0.001 0.021 -0.070
H -0.884149 4.937661 3.342351 -0.010 -0.032 -0.027
H -0.508514 3.997398 4.773733 0.024 -0.157 -0.086
H -3.780476 2.869462 2.723323 -0.027 0.086 -0.062
H -2.580495 2.870438 1.421451 -0.013 -0.039 0.025
H -2.961036 4.364936 2.268653 0.089 0.040 0.125
H 1.250408 2.834951 4.911547 -0.008 0.015 0.035
H 1.453116 1.444683 5.979305 0.012 -0.061 -0.089
H -0.040752 2.330286 6.041512 -0.082 0.082 -0.134
H 1.862113 1.121904 3.027435 0.028 -0.056 -0.032
H 0.911980 -0.369389 2.999463 -0.037 0.078 -0.052
H 1.962508 -0.039389 4.365844 -0.064 0.106 0.117
H -2.569952 2.490079 6.195657 0.009 0.039 -0.033
H -3.847715 1.280903 6.045017 0.114 -0.131 -0.011
H -3.703524 2.506383 4.825346 0.161 0.096 -0.015
H -1.316352 -0.155037 6.293323 0.020 0.015 -0.012
H -1.537706 -1.014417 4.764832 0.101 0.052 0.002
H -2.921796 -0.715564 5.795360 -0.050 0.088 -0.059
```
Positions in Å, forces in eV/Å.

Results
HOMO level   -9.8095 eV
Gap between HOMO and LUMO   5.053 eV
LUMO energy   -4.8 eV
Net charge   +1

(2)
2 unconnected molecules or ions with the total composition C5H7NO. Source: the Open Molecules 2025 dataset; level of theory: wB97M-V/def2-TZVPD.

```
14
Properties=species:S:1:pos:R:3:forces:R:3
C 2.001135 -0.178997 0.222287 0.114 -0.029 -0.001
C 0.552460 0.165490 0.112957 -0.122 0.129 -0.248
C -0.165394 0.580890 -0.932868 0.127 0.047 0.164
C -1.535629 0.915908 -0.406202 -0.326 0.230 -0.310
O -2.436033 1.452638 -0.988664 0.425 -0.322 0.262
N -1.594550 0.537477 1.001260 0.352 -0.043 0.056
C -0.411527 0.135899 1.266270 -0.240 0.085 0.067
H 2.281799 -0.381099 1.259508 -0.035 0.000 -0.123
H 2.614798 0.654036 -0.135565 -0.065 -0.142 0.045
H 2.257750 -1.059033 -0.377043 -0.075 0.112 0.087
H 0.125726 0.713965 -1.967149 -0.013 0.082 0.176
H -0.140798 -0.223036 2.259545 -0.013 0.086 -0.118
H -1.999819 -1.637197 -0.360591 -0.001 -0.126 -0.126
H -1.549919 -1.676942 -0.953746 -0.127 -0.108 0.071
```
Positions in Å, forces in eV/Å.

Results
HOMO level   -10.1335 eV
Gap between HOMO and LUMO   9.178 eV
SMILES   CC1=CC(=O)N=C1.[H][H]
LUMO energy   -1.0 eV

(3)
A single C6H9N molecule. Source: the Open Molecules 2025 dataset; level of theory: wB97M-V/def2-TZVPD.

```
16
Properties=species:S:1:pos:R:3:forces:R:3
C -0.998844 -1.731015 0.298902 -0.064 -0.044 -0.003
C 0.082882 -0.708197 0.100636 -0.043 0.137 -0.025
C 1.488258 -0.956902 0.044130 0.052 -0.007 -0.006
C 2.119196 0.243850 -0.148416 0.034 -0.041 0.001
N 1.152516 1.213301 -0.209192 -0.029 0.039 -0.017
C -0.092280 0.648270 -0.061354 0.000 -0.080 -0.005
C -1.335480 1.475913 -0.133506 -0.059 0.020 -0.007
H -0.736220 -2.677675 -0.185171 -0.023 0.142 0.065
H -1.949146 -1.398465 -0.133201 0.150 -0.056 0.070
H -1.178760 -1.946286 1.359945 0.060 0.042 -0.151
H 1.971957 -1.922394 0.125520 -0.064 0.156 0.004
H 3.167185 0.489805 -0.251738 -0.175 -0.050 0.030
H 1.322329 2.195341 -0.353621 -0.021 -0.170 0.027
H -2.201550 0.890440 0.185258 0.138 0.074 -0.040
H -1.531686 1.826668 -1.154373 0.029 -0.035 0.125
H -1.280358 2.357346 0.516181 0.016 -0.126 -0.066
```
Positions in Å, forces in eV/Å.

Results
HOMO level   -7.8065 eV
Gap between HOMO and LUMO   8.871 eV
SMILES   Cc1cc[nH]c1C
LUMO energy   1.1 eV

(4)
A molecular structure, C11H13BrN2. Source: the Open Molecules 2025 dataset; level of theory: wB97M-V/def2-TZVPD.

```
27
Properties=species:S:1:pos:R:3:forces:R:3
C -0.421589 -2.633491 1.133895 -1.847 -0.204 1.965
C -1.753939 -2.047702 0.944385 1.365 -2.647 2.150
C 0.495835 -1.773039 0.634206 -0.809 -2.011 0.050
C -1.553658 -0.936966 0.261254 -1.801 2.768 -0.562
C 1.991744 2.854657 -0.875764 -0.334 0.121 -0.897
C 0.710289 2.772192 -1.222447 -1.177 0.277 -0.098
C 2.488943 1.807144 0.006944 1.406 0.593 0.873
C -0.192567 1.651432 -0.673127 -2.092 1.915 -1.362
C 0.470936 0.321904 -0.637230 2.602 0.469 2.391
C 1.910137 -2.110987 0.472199 0.483 -0.807 1.508
C -2.761986 -0.026743 0.026300 -0.025 -0.480 -2.847
N 2.010205 0.717486 0.397790 -3.415 -1.154 -2.206
N -0.172142 -0.716151 0.062416 -0.712 0.496 -0.262
Br 1.187579 -0.312996 -2.375488 -0.336 0.435 0.352
H -0.272795 -3.447183 1.880299 0.306 0.530 -1.172
H -2.640370 -2.372929 1.552882 0.821 0.447 -1.334
H 2.685435 3.643330 -1.207723 -0.525 -0.483 0.203
H 0.118687 3.484784 -1.863474 1.237 -0.518 0.755
H 3.444722 1.998004 0.508571 0.004 0.352 -0.041
H -0.633900 2.015961 0.331699 0.945 -0.977 -1.268
H -1.088808 1.711956 -1.409814 1.247 -0.711 1.291
H 2.326076 -2.389286 1.505533 -0.270 0.598 -1.563
H 2.022446 -2.980337 -0.183190 0.093 0.269 0.005
H 2.316426 -1.222636 0.074610 1.571 0.177 -0.266
H -3.110008 -0.006151 -1.099417 0.773 -0.042 1.954
H -3.620178 -0.407132 0.572579 0.152 -0.285 0.087
H -2.656522 0.991296 0.313169 0.338 0.875 0.293
```
Positions in Å, forces in eV/Å.

Results
HOMO level   -7.8895 eV
Gap between HOMO and LUMO   8.168 eV
LUMO energy   0.3 eV

(5)
A single C9H9ClN2O2 molecule. Source: the Open Molecules 2025 dataset; level of theory: wB97M-V/def2-TZVPD.

```
23
Properties=species:S:1:pos:R:3:forces:R:3
C 0.273740 0.958166 -2.036726 -0.049 0.121 -0.175
C 0.493167 0.227509 -3.197456 0.014 0.036 0.078
C 0.420647 0.373920 -0.801472 0.024 -0.200 0.222
C 0.895563 -1.097610 -3.099279 0.002 0.001 -0.033
C 0.789454 -0.985814 -0.657838 0.071 0.187 -0.361
C 1.047282 -1.684546 -1.864597 -0.048 0.034 0.088
C -0.145217 -0.131505 2.528834 -0.901 1.669 1.444
C 0.925107 -1.612413 0.587806 -0.887 0.897 -0.174
C -1.910407 1.551738 1.464993 -0.529 -1.840 -1.959
N 0.482269 -1.111615 1.805608 0.414 -0.967 0.158
N -0.867465 1.065400 2.178193 1.850 -0.408 1.151
O 0.006964 -0.193525 3.762727 0.211 -0.358 -0.582
O -2.525470 2.683596 1.811285 -0.080 1.009 0.514
Cl 1.545193 -3.344091 -1.801356 0.056 -0.166 -0.029
H -0.011675 1.998183 -2.103302 -0.015 0.068 0.019
H 0.365728 0.682539 -4.167135 0.004 0.035 -0.080
H 0.289954 0.966401 0.087937 -0.035 0.105 0.080
H 1.088359 -1.675923 -3.989749 0.020 -0.087 -0.036
H 1.311894 -2.610170 0.658940 0.058 -0.109 0.087
H -2.187160 1.142450 0.509029 0.036 0.050 -0.007
H 0.816817 -1.725563 2.546587 -0.140 0.239 -0.141
H -0.775265 1.580592 3.055467 0.016 -0.263 -0.195
H -2.329479 2.942282 2.721504 -0.093 -0.053 -0.070
```
Positions in Å, forces in eV/Å.

Results
HOMO level (spin up / spin down)   -6.0664 / -6.9151 eV
Gap between HOMO and LUMO (spin up / spin down)   5.348 / 7.419 eV
LUMO energy (spin up / spin down)   -0.7 / 0.5 eV

(6)
A molecular structure, C5H8O. Source: the Open Molecules 2025 dataset; level of theory: wB97M-V/def2-TZVPD.

```
14
Properties=species:S:1:pos:R:3:forces:R:3
O -2.350064 1.056993 -1.523752 0.520 -0.677 0.721
C -1.825999 0.361498 -0.771227 -0.575 0.684 -0.767
C -0.283135 0.767889 0.420127 0.107 -0.005 0.242
C 0.915276 0.712714 -0.529827 0.052 0.109 -0.138
C 1.256972 -0.664895 0.110317 0.102 -0.134 -0.018
C 0.055783 -0.446236 1.022999 -0.038 0.151 0.051
H -1.669197 -1.245343 -0.175089 0.079 -0.031 0.085
H -0.734599 1.651108 0.867771 0.035 -0.156 -0.094
H 0.697292 0.709865 -1.604926 0.030 0.001 0.175
H 1.665177 1.483350 -0.326496 -0.097 -0.125 -0.037
H 1.195879 -1.527035 -0.565021 0.010 0.153 0.114
H 2.225142 -0.686708 0.622335 -0.166 0.002 -0.078
H -1.048078 -1.390030 0.407551 -0.070 -0.009 -0.058
H -0.100450 -0.783168 2.045237 0.010 0.037 -0.197
```
Positions in Å, forces in eV/Å.

Results
HOMO level   -8.7012 eV
Gap between HOMO and LUMO   9.817 eV
LUMO energy   1.1 eV